8
Properties=species:S:1:pos:R:3:nbo_charge:R:1 method="wB97M-V/def2-TZVPD" homo_energy_ev="-16.84 / -16.83" spin_multiplicity=1 largest_force_ev_per_a=1.5 charge=+1 de_lowest_ev=10.297 total_energy_ev=-8245.9773
O 1.628 -1.088 1.394 -0.282
C -0.051 0.723 0.433 0.397
H 0.624 -1.072 -0.056 0.407
H -0.083 1.499 1.166 0.282
H -0.490 -0.485 -1.326 0.374
O 3.275 -2.386 1.869 -0.006
O 2.579 -1.438 2.148 0.362
C -0.041 -0.213 -0.372 -0.535